(1)
C4H12O2 | ωB97M-V with the def2-TZVPD basis set

Computed properties:
E: -310.00310 a.u.
ΔE to the lowest compared entry with this formula, charge and spin: 1.900 eV
LUMO energy: 0.86 eV
Kohn-Sham gap: 10.70 eV

Geometry as ORCA input:
```
! wB97M-V def2-TZVPD RIJCOSX def2/J DEFGRID3
* xyz 0 1
C 1.98942 1.03024 0.13887
C 0.40873 0.79495 0.01508
C -0.47081 1.99791 0.35685
O 0.10307 0.38581 -1.36363
H 2.61317 0.17999 -0.29868
H 2.36301 1.12259 1.10206
H 2.24150 1.81574 -0.49755
H 0.23494 -0.02755 0.77852
H 0.13245 2.85769 0.26192
H -1.21087 2.23645 -0.38182
H -0.87207 1.78930 1.32824
H -0.57559 0.95577 -1.83576
C -1.00842 -2.60274 0.39706
O -2.04176 -2.03126 -0.40718
H -1.33142 -2.66190 1.42898
H -0.18249 -2.03209 0.29704
H -0.61328 -3.53873 0.07943
H -1.77958 -2.27216 -1.39941
*
```



(2)
C3H3NO3 | ωB97M-V with the def2-TZVPD basis set

Computed properties:
E: -396.44278 a.u.
ΔE to the lowest compared entry with this formula, charge and spin: 4.943 eV
LUMO energy: -0.06 eV
Kohn-Sham gap: 9.50 eV

Geometry as ORCA input:
```
! wB97M-V def2-TZVPD RIJCOSX def2/J DEFGRID3
* xyz 0 1
O -3.21953 0.88895 0.47271
C -2.21233 0.50356 0.01987
C -1.04856 0.07787 -0.46579
C 0.21348 -0.37469 0.18521
O 1.23432 0.51771 0.05768
N 2.38824 -0.19984 0.07717
O 3.32833 0.53968 0.22118
H -1.11082 0.04242 -1.52949
H -0.01117 -0.53168 1.22375
H 0.43803 -1.46400 -0.26230
*
```



(3)
C2H3NO3 | ωB97M-V with the def2-TZVPD basis set

Computed properties:
E: -358.33935 a.u.
ΔE to the lowest compared entry with this formula, charge and spin: 5.179 eV
LUMO energy: 0.14 eV
Kohn-Sham gap: 9.74 eV

Geometry as ORCA input:
```
! wB97M-V def2-TZVPD RIJCOSX def2/J DEFGRID3
* xyz 0 1
C -1.15630 2.28004 -0.81458
C -0.37579 1.51440 -0.14034
O 0.34760 0.94399 0.57667
H -1.30893 3.44445 -0.72122
H -1.41507 1.95190 -1.84450
O -2.14285 -1.47466 0.28482
N -2.32241 -0.33140 0.21027
O -3.70563 0.06048 0.07289
H -3.53969 1.02528 0.13596
*
```



(4)
C27H27ClNO8S3Sn | ωB97M-V with the def2-TZVPD basis set

Computed properties:
E: -3570.88727 a.u.
ΔE to the lowest compared entry with this formula, charge and spin: 0.000 eV
LUMO energy: 2.37 eV
Kohn-Sham gap: 6.83 eV

Geometry as ORCA input:
```
! wB97M-V def2-TZVPD RIJCOSX def2/J DEFGRID3
* xyz -1 1
Sn 0.47131 -2.61668 -0.46775
O -2.69220 -2.17508 -0.55116
S -3.86128 -1.29304 -0.30454
C -3.18566 0.35397 0.05204
C -2.17494 0.32762 1.18346
C -1.26218 1.55182 1.17439
C -0.17128 1.45655 2.23983
S 1.27756 0.48540 1.74024
O 0.75637 -0.58568 0.84028
C 2.11349 1.70362 0.73590
C 1.68047 2.01652 -0.54390
C 2.37970 2.96196 -1.27854
C 3.50474 3.57327 -0.73913
C 3.93735 3.24446 0.53797
C 3.24160 2.29999 1.28070
C -4.41016 -1.64349 1.37275
C -5.64956 -1.19890 1.81072
C -6.03723 -1.45129 3.11860
C -5.18453 -2.14296 3.97088
C -3.94965 -2.58619 3.51731
C -3.55578 -2.34475 2.20737
H -4.04091 1.00841 0.24452
H -2.72732 0.64937 -0.89475
H -1.57231 -0.57622 1.09562
H -2.68727 0.26335 2.14693
H -1.84857 2.45562 1.36768
H -0.82613 1.68378 0.18190
H -0.53943 0.94692 3.13310
H 0.23203 2.43024 2.52700
H 0.81768 1.52041 -0.96345
H 2.03696 3.21696 -2.27330
H 4.05263 4.30439 -1.32062
H 4.82216 3.71143 0.95151
H 3.57911 2.01797 2.27130
H -6.30697 -0.66413 1.13328
H -7.00283 -1.11199 3.47278
H -5.48578 -2.33338 4.99376
H -3.27230 -3.10406 4.18418
H -2.58633 -2.66412 1.84020
Cl 1.39967 -3.85443 4.81906
C 1.53490 -3.14159 3.17802
C 0.20772 -2.51296 2.72908
O -0.29821 -1.63436 3.41272
O -0.23829 -2.96276 1.61127
H 1.84966 -3.93724 2.50828
H 2.29460 -2.36641 3.24398
C 3.66219 -1.79948 0.45632
C 2.66832 -2.86177 0.03881
O 3.07514 -3.98333 -0.23580
H 4.67603 -2.20435 0.49297
H 3.38224 -1.39549 1.43433
H 3.60188 -0.97464 -0.26025
O -2.06161 0.92928 -4.07680
S -0.91303 1.33289 -3.31082
O -1.02635 2.57084 -2.57077
N -0.36543 0.15732 -2.34844
C 0.87804 -0.20028 -2.65664
O 1.55792 -1.04225 -2.04247
C 1.43463 0.51264 -3.86214
C 2.67807 0.36358 -4.44768
C 2.98316 1.16837 -5.53914
C 2.06222 2.09394 -6.02546
C 0.81218 2.23833 -5.43353
C 0.52884 1.42938 -4.35145
H 3.38004 -0.35655 -4.04808
H 3.94920 1.07883 -6.02011
H 2.32388 2.70742 -6.87875
H 0.08981 2.95299 -5.80558
*
```



(5)
C4H13NO2 | ωB97M-V with the def2-TZVPD basis set

Computed properties:
E: -365.37787 a.u.
ΔE to the lowest compared entry with this formula, charge and spin: 1.758 eV
LUMO energy: 0.81 eV
Kohn-Sham gap: 10.20 eV

Geometry as ORCA input:
```
! wB97M-V def2-TZVPD RIJCOSX def2/J DEFGRID3
* xyz 0 1
N -1.92548 -0.61127 -0.30674
C -0.67367 -1.18353 0.01106
C 0.05364 -0.61789 1.18425
C 0.65279 0.73173 1.04696
C 1.79909 0.88239 0.01765
O 2.96857 0.09896 0.34322
H -2.47683 -0.95093 -0.99073
H -2.54619 -0.60986 0.45893
H -0.76927 -2.36709 -0.06967
H -0.10179 -0.95818 -0.95275
H 0.89868 -1.28091 1.43480
H -0.55385 -0.77099 2.13618
H 1.07122 1.13601 2.08333
H -0.16970 1.41514 0.67818
H 2.13165 1.86642 -0.18118
H 1.44190 0.50165 -0.97158
H 3.20325 0.42340 1.29265
O -1.59090 0.80909 -2.81775
H -1.01887 0.88929 -2.09358
H -2.39426 0.59656 -2.30324
*
```